{"formula": "C28H24BrI2N2OPtSi", "method": "ωB97M-V/def2-TZVPD", "homo_ev": -4.70, "gap_ev": 6.80, "total_charge": -1, "largest_force_ev_per_a": 2.08, "lumo_ev": 2.10, "species": ["Pt", "I", "C", "C", "C", "I", "C", "C", "C", "C", "N", "C", "C", "O", "H", "H", "H", "H", "Br", "C", "C", "C", "C", "C", "C", "C", "C", "C", "C", "H", "H", "H", "H", "H", "H", "C", "Si", "C", "C", "N", "C", "C", "C", "C", "C", "C", "H", "H", "H", "H", "H", "H", "H", "H", "H", "H", "H", "H", "H", "H"], "positions_angstrom": [[-0.385, -0.509, 0.090], [1.237, -5.597, 0.053], [2.580, -3.980, 0.005], [3.945, -4.220, -0.100], [4.828, -3.171, -0.117], [6.898, -3.622, -0.173], [4.374, -1.838, -0.105], [5.196, -0.694, -0.174], [4.625, 0.545, -0.249], [3.227, 0.660, -0.254], [2.431, -0.372, -0.130], [2.969, -1.602, -0.040], [2.023, -2.694, 0.102], [0.782, -2.500, 0.296], [4.304, -5.238, -0.170], [6.272, -0.809, -0.180], [5.233, 1.438, -0.313], [2.769, 1.634, -0.361], [-2.877, 1.251, 1.531], [-4.004, 0.020, 0.603], [-5.317, 0.383, 0.495], [-6.269, -0.534, 0.023], [-5.886, -1.817, -0.227], [-4.531, -2.210, -0.124], [-4.194, -3.568, -0.311], [-2.886, -3.945, -0.298], [-1.877, -2.977, -0.181], [-2.129, -1.646, 0.068], [-3.508, -1.255, 0.189], [-5.636, 1.366, 0.814], [-7.306, -0.239, -0.076], [-6.610, -2.571, -0.514], [-4.993, -4.285, -0.461], [-2.606, -4.985, -0.414], [-0.857, -3.321, -0.269], [0.827, 1.257, -2.705], [-0.229, 2.234, -1.467], [-2.032, 2.053, -2.019], [0.209, 4.068, -1.735], [-0.026, 1.546, 0.096], [0.457, 2.057, 1.291], [0.868, 3.402, 1.403], [1.465, 3.890, 2.552], [1.662, 3.076, 3.654], [1.229, 1.758, 3.589], [0.625, 1.261, 2.451], [0.523, 1.461, -3.735], [0.713, 0.187, -2.523], [1.889, 1.494, -2.614], [-2.144, 2.387, -3.054], [-2.710, 2.637, -1.394], [-2.342, 1.007, -1.966], [0.017, 4.345, -2.774], [1.262, 4.277, -1.531], [-0.392, 4.728, -1.106], [0.717, 4.058, 0.558], [1.795, 4.923, 2.576], [2.140, 3.460, 4.546], [1.371, 1.104, 4.441], [0.284, 0.231, 2.433]]}